DFT (ωB97M-V/def2-TZVPD) results for 12 unconnected molecules or ions with the total composition C3H30N2O12 in a non-equilibrium geometry.

Properties
**Highest occupied orbital energy**: -9.898 eV
**LUMO**: -0.09 eV
**Structure (SMILES)**: CNCC(N)=O.O.O.O.O.O.O.O.O.O.O.O
**Relative energy (zero: lowest compared OMol25 entry of this formula, charge and spin)**: 341.4 kJ/mol
**Charge**: 0
**Orbital gap**: 9.81 eV

Positions of all 47 atoms, in Å:
C 2.485 0.187 -2.160
N 1.026 0.400 -2.394
C 0.155 -0.254 -1.241
C -0.972 0.832 -0.929
N -2.285 0.248 -0.838
O -0.720 1.888 -0.492
H 3.011 0.978 -2.714
H 2.827 -0.743 -2.735
H 2.833 0.566 -1.191
H 0.867 1.365 -2.192
H 0.744 -0.533 -0.324
H -0.199 -1.172 -1.703
H -2.628 -0.323 -1.598
H -3.000 0.607 -0.178
O -0.156 2.358 3.829
H 0.037 1.465 4.011
H 0.418 2.426 3.036
O -1.640 -1.426 3.908
H -1.179 -1.746 4.663
H -1.060 -1.353 3.230
O -1.093 -1.194 -4.519
H -0.430 -1.868 -4.381
H -0.692 -0.478 -4.238
O 2.718 -1.289 3.402
H 2.326 -1.071 2.616
H 3.550 -0.872 3.521
O 3.200 2.131 0.462
H 2.705 2.859 0.545
H 4.048 2.400 0.036
O -2.619 -3.318 0.998
H -2.867 -2.437 1.207
H -1.872 -3.233 0.413
O 1.701 0.306 1.122
H 2.515 0.733 1.166
H 1.056 0.985 1.360
O -2.907 -1.667 -2.803
H -3.376 -2.410 -2.751
H -2.365 -1.689 -3.557
O 0.181 -3.259 -0.475
H 0.980 -2.708 -0.422
H 0.122 -3.760 -1.321
O -3.351 1.485 1.987
H -3.162 2.246 1.502
H -2.650 0.878 2.067
O 0.945 3.970 -0.035
H 0.413 3.151 -0.365
H 0.360 4.338 0.473

***

DFT (ωB97M-V/def2-TZVPD) results for a single CH2N4O molecule in a non-equilibrium geometry.

Properties
**Highest occupied orbital energy**: -8.856 eV
**LUMO**: -0.63 eV
**Relative energy (zero: lowest compared OMol25 entry of this formula, charge and spin)**: 398.6 kJ/mol
**Charge**: 0
**Orbital gap**: 8.22 eV

Positions of all 8 atoms, in Å:
N -0.632 1.396 -0.270
C -0.276 0.157 -0.346
N -0.320 -1.018 -1.013
O 0.471 -1.862 -0.214
N 0.963 -1.272 0.847
N 0.523 -0.086 0.769
H -1.214 1.807 -0.969
H 0.486 0.878 1.196

***

DFT (ωB97M-V/def2-TZVPD) results for 2 unconnected molecules or ions with the total composition C8H13N3O2 in a non-equilibrium geometry.

Properties
**Highest occupied orbital energy**: -8.168 eV
**LUMO**: 0.85 eV
**Structure (SMILES)**: CCCCOC(C)=C=NC=O.N#N
**Relative energy (zero: lowest compared OMol25 entry of this formula, charge and spin)**: 90.8 kJ/mol
**Charge**: 0
**Orbital gap**: 9.01 eV

Positions of all 26 atoms, in Å:
C 2.279 0.609 -1.088
C 0.763 0.707 -1.214
C 0.111 1.448 -0.048
C 0.314 0.742 1.294
O -0.088 -0.615 1.295
C -1.428 -0.865 1.240
C -1.777 -2.328 1.346
C -2.377 0.023 1.081
N -3.348 0.753 1.058
C -4.215 1.475 0.335
O -4.022 2.588 -0.086
H 2.703 0.194 -2.001
H 2.714 1.593 -0.924
H 2.559 -0.040 -0.261
H 0.510 1.231 -2.138
H 0.343 -0.299 -1.278
H 0.530 2.451 0.040
H -0.958 1.554 -0.244
H 1.376 0.709 1.549
H -0.225 1.289 2.083
H -2.700 -2.466 1.905
H -0.961 -2.831 1.858
H -1.899 -2.771 0.357
H -5.201 0.971 0.305
N -2.892 -2.186 -1.731
N -2.801 -1.119 -1.980

***

DFT (ωB97M-V/def2-TZVPD) results for a molecular structure, C32H61GeNO9P2S2W in a non-equilibrium geometry.

Properties
**2S+1**: 2
**Highest occupied orbital energy (spin up / spin down)**: -16.079 / -16.047 eV
**LUMO (spin up / spin down)**: -10.40 / -10.60 eV
**Relative energy (zero: lowest compared OMol25 entry of this formula, charge and spin)**: 273.0 kJ/mol
**Charge**: +3
**Orbital gap (spin up / spin down)**: 5.68 / 5.45 eV

Positions of all 109 atoms, in Å:
W -0.268 -0.916 1.226
C -4.220 0.643 -0.121
C -4.127 -0.027 1.243
C -4.572 0.893 2.372
C -4.932 -1.317 1.266
O -2.698 -0.347 1.483
Ge -2.009 -1.090 3.028
O 0.146 0.743 1.932
C 1.007 1.246 3.061
C 2.479 0.943 2.748
C 0.795 2.745 3.200
C 0.612 0.585 4.385
O 0.764 -2.013 2.170
C 1.665 -3.149 2.510
C 1.944 -3.918 1.216
C 2.970 -2.587 3.062
C 0.982 -4.008 3.570
H -5.184 1.143 -0.211
H -3.428 1.377 -0.242
H -4.143 -0.095 -0.919
H -5.630 1.131 2.272
H -4.425 0.382 3.330
H -3.998 1.819 2.381
H -5.969 -1.105 1.006
H -4.537 -2.036 0.547
H -4.915 -1.755 2.267
H 2.938 1.734 2.156
H 3.052 0.858 3.670
H 2.566 0.009 2.210
H 1.057 3.281 2.287
H -0.239 2.973 3.461
H 1.429 3.116 4.003
H 0.723 -0.497 4.345
H 1.264 0.959 5.172
H -0.410 0.850 4.666
H 2.176 -3.209 0.423
H 2.797 -4.580 1.355
H 1.091 -4.520 0.921
H 3.504 -2.010 2.308
H 2.789 -1.968 3.941
H 3.602 -3.420 3.364
H 0.161 -4.588 3.160
H 1.708 -4.704 3.986
H 0.600 -3.383 4.379
S -2.445 -3.364 2.623
C -1.417 -3.569 1.203
N -1.347 -2.507 0.297
C -1.955 -2.856 -0.902
C -2.312 -1.981 -1.932
C -2.921 -2.493 -3.057
C -3.164 -3.866 -3.196
C -2.828 -4.741 -2.186
C -2.250 -4.225 -1.030
S -1.838 -5.095 0.398
H -2.114 -0.927 -1.828
H -3.229 -1.822 -3.847
H -3.635 -4.238 -4.095
H -3.028 -5.801 -2.275
C 5.595 0.112 -1.654
C 4.851 1.061 -0.742
C 4.520 2.383 -1.405
O 3.625 0.399 -0.206
P 2.222 0.247 -0.837
O 1.498 -0.853 -0.067
C 1.309 1.815 -0.597
P -0.464 1.544 -0.848
O -0.813 0.141 -0.339
O -0.731 1.481 -2.369
C -0.800 2.685 -3.246
C -2.254 3.053 -3.445
C -0.077 2.327 -4.524
O -1.376 2.658 -0.309
C -1.417 3.617 0.820
C -2.807 4.217 0.811
C -0.359 4.681 0.619
O 2.309 0.055 -2.378
C 2.175 -1.171 -3.216
C 3.180 -2.228 -2.803
C 0.753 -1.681 -3.178
H 6.593 0.508 -1.835
H 5.088 0.010 -2.613
H 5.700 -0.866 -1.186
H 5.429 1.228 0.165
H 3.873 2.226 -2.272
H 5.442 2.842 -1.758
H 4.053 3.078 -0.705
H 1.652 2.552 -1.326
H 1.511 2.183 0.407
H -0.278 3.498 -2.731
H -2.785 2.253 -3.960
H -2.321 3.958 -4.047
H -2.736 3.236 -2.486
H -0.602 1.528 -5.048
H 0.944 2.004 -4.316
H -0.041 3.199 -5.175
H -1.244 3.037 1.725
H -2.938 4.854 -0.063
H -2.940 4.828 1.703
H -3.578 3.450 0.796
H -0.575 5.260 -0.279
H 0.645 4.265 0.530
H -0.375 5.361 1.470
H 2.410 -0.796 -4.211
H 3.055 -2.486 -1.750
H 4.204 -1.899 -2.966
H 3.017 -3.122 -3.404
H 0.512 -2.018 -2.174
H 0.649 -2.519 -3.866
H 0.057 -0.899 -3.475

***

DFT (ωB97M-V/def2-TZVPD) results for a molecular structure, C36H27N3O2OsS2 in a non-equilibrium geometry.

Properties
**Highest occupied orbital energy (spin up / spin down)**: -13.462 / -13.462 eV
**LUMO (spin up / spin down)**: -7.73 / -7.74 eV
**Charge**: +2
**Orbital gap (spin up / spin down)**: 5.73 / 5.73 eV

Positions of all 71 atoms, in Å:
Os 0.028 0.230 -0.431
O 0.847 -0.305 -2.393
S 2.219 -0.586 -1.861
O 3.277 0.322 -2.117
N 1.734 -0.602 -0.270
C 2.378 -0.568 0.978
C 3.701 -0.755 1.245
C 4.149 -0.695 2.587
C 3.276 -0.484 3.612
C 1.894 -0.289 3.350
C 0.925 -0.115 4.360
C -0.388 0.027 4.005
C -0.743 0.063 2.651
N 0.134 -0.057 1.668
C 1.455 -0.290 2.020
C 2.657 -2.206 -2.303
C 1.671 -3.116 -2.671
C 2.060 -4.392 -3.037
C 3.406 -4.738 -3.032
C 4.379 -3.814 -2.671
C 4.011 -2.529 -2.310
H 4.406 -0.949 0.448
H 5.201 -0.838 2.792
H 3.623 -0.465 4.637
H 1.226 -0.109 5.400
H -1.167 0.140 4.746
H -1.772 0.219 2.382
H 0.629 -2.825 -2.685
H 1.315 -5.116 -3.339
H 3.702 -5.736 -3.328
H 5.424 -4.089 -2.687
H 4.757 -1.785 -2.066
C -5.490 2.291 1.378
C -4.962 3.528 1.042
C -3.644 3.621 0.636
C -2.810 2.485 0.557
C -3.382 1.244 0.894
C -4.695 1.150 1.303
C -1.454 2.774 0.143
C -0.267 2.133 -0.179
C 0.879 2.994 -0.588
C 2.167 2.672 -0.165
C 3.264 3.427 -0.553
C 3.089 4.529 -1.372
C 1.807 4.870 -1.796
C 0.716 4.115 -1.411
H -6.522 2.210 1.694
H -5.576 4.416 1.096
H -3.236 4.590 0.378
H -2.806 0.340 0.810
H -5.111 0.183 1.556
H -1.363 3.837 -0.066
H 2.323 1.862 0.538
H 4.251 3.157 -0.203
H 3.938 5.125 -1.677
H 1.659 5.725 -2.442
H -0.254 4.386 -1.808
S -3.961 -0.612 -2.451
C -2.509 0.134 -2.017
N -1.814 -0.475 -1.084
C -2.439 -1.653 -0.660
C -1.964 -2.547 0.300
C -2.735 -3.654 0.586
C -3.957 -3.878 -0.066
C -4.428 -3.003 -1.020
C -3.650 -1.883 -1.311
H -2.173 1.048 -2.486
H -1.015 -2.384 0.793
H -2.390 -4.368 1.321
H -4.536 -4.757 0.181
H -5.365 -3.181 -1.530

***

DFT (ωB97M-V/def2-TZVPD) results for a molecular structure, C6H12CsO6S2 in a non-equilibrium geometry.

Properties
**Highest occupied orbital energy**: -12.830 eV
**LUMO**: -2.90 eV
**Charge**: +1
**Orbital gap**: 9.93 eV

Positions of all 27 atoms, in Å:
Cs 0.151 -3.302 -2.438
C 0.501 2.756 -0.696
C -0.729 2.242 -1.529
C -0.182 1.741 -2.836
S 1.396 0.848 -2.387
O 2.437 1.139 -3.294
O 1.180 -0.582 -2.099
C 1.717 1.781 -0.709
H 0.279 2.985 0.346
H 0.998 3.628 -1.123
H -1.443 3.065 -1.528
H -1.308 1.434 -1.080
H 0.105 2.599 -3.444
H -0.810 1.032 -3.376
H 2.743 2.115 -0.859
H 1.624 0.925 -0.041
C -1.689 -1.561 2.824
C -0.921 -2.754 3.490
O 0.276 -2.850 2.726
S 0.125 -2.325 1.199
O -0.160 -3.522 0.411
O 1.177 -1.359 0.800
O -1.271 -1.580 1.455
H -1.285 -0.649 3.263
H -2.770 -1.514 2.956
H -1.404 -3.729 3.422
H -0.738 -2.564 4.548

***

DFT (ωB97M-V/def2-TZVPD) results for a molecular structure, C25H36GdN8OS.

Properties
**2S+1**: 8
**Highest occupied orbital energy (spin up / spin down)**: -16.950 / -16.955 eV
**LUMO (spin up / spin down)**: -11.32 / -8.56 eV
**Charge**: +3
**Orbital gap (spin up / spin down)**: 5.63 / 8.40 eV

Positions of all 72 atoms, in Å:
Gd 0.074 0.104 0.185
O -0.014 -0.088 2.704
C -1.315 -0.560 3.153
C -2.200 0.552 3.668
C -2.205 1.823 2.821
C -2.840 1.747 1.453
C -4.169 2.138 1.291
C -4.740 2.193 0.034
C -3.961 1.876 -1.073
C -2.660 1.478 -0.848
N -2.111 1.385 0.377
H 0.501 0.270 3.436
H -1.171 -1.336 3.906
H -1.733 -1.054 2.272
H -1.884 0.820 4.678
H -3.211 0.149 3.778
H -1.182 2.186 2.714
H -2.742 2.591 3.376
H -4.736 2.425 2.167
H -5.771 2.500 -0.085
H -4.347 1.942 -2.080
H -2.018 1.224 -1.689
N -2.019 -1.510 -0.328
C -2.213 -2.988 -0.484
C -1.563 -3.804 0.624
C -0.163 -4.312 0.288
C 0.822 -3.233 -0.123
N 0.923 -2.171 0.907
H -2.615 -1.206 0.440
H -2.444 -1.045 -1.127
H -1.809 -3.284 -1.454
H -3.285 -3.186 -0.537
H -2.199 -4.661 0.844
H -1.565 -3.224 1.554
H -0.223 -5.042 -0.522
H 0.250 -4.860 1.139
H 0.521 -2.767 -1.070
H 1.811 -3.658 -0.300
H 1.889 -1.917 1.091
H 0.540 -2.472 1.798
N 0.382 2.834 0.861
N 0.688 2.563 -0.524
H -0.531 3.271 0.897
H 1.056 3.491 1.246
H 1.698 2.624 -0.622
H 0.290 3.262 -1.147
S 4.888 -0.267 -1.173
C 3.217 -0.500 -1.064
N 2.587 0.132 -0.101
C 3.505 0.868 0.666
C 3.224 1.631 1.805
C 4.268 2.265 2.441
C 5.587 2.158 1.967
C 5.882 1.400 0.858
C 4.821 0.756 0.214
H 2.710 -1.139 -1.774
H 2.217 1.726 2.194
H 4.075 2.850 3.330
H 6.383 2.675 2.486
H 6.900 1.307 0.503
N 0.552 -0.428 -7.745
C 0.463 -0.350 -6.603
C 0.369 -0.275 -5.171
C -0.377 -1.212 -4.466
C -0.429 -1.109 -3.089
N 0.207 -0.150 -2.397
C 0.927 0.745 -3.093
C 1.035 0.724 -4.470
H -0.904 -2.008 -4.973
H -0.987 -1.835 -2.523
H 1.450 1.496 -2.522
H 1.625 1.468 -4.986

***

DFT (ωB97M-V/def2-TZVPD) results for a molecular structure, C4H6O4 in a non-equilibrium geometry.

Properties
**Highest occupied orbital energy**: -8.353 eV
**LUMO**: 0.68 eV
**Relative energy (zero: lowest compared OMol25 entry of this formula, charge and spin)**: 322.2 kJ/mol
**Charge**: 0
**Orbital gap**: 9.04 eV

Positions of all 14 atoms, in Å:
C -0.072 0.420 -0.464
C -0.224 -0.417 -1.692
C -0.745 0.134 0.737
C 0.975 -0.865 0.862
O 0.412 1.674 -0.704
O -0.881 1.177 1.588
O -0.899 -1.074 1.176
O 1.670 -0.468 1.731
H 0.502 2.147 0.136
H -0.970 0.819 2.484
H 1.034 -1.701 0.174
H -0.886 0.096 -2.394
H -0.656 -1.385 -1.448
H 0.739 -0.557 -2.186

***

DFT (ωB97M-V/def2-TZVPD) results for 3 unconnected molecules or ions with the total composition C4H10O3SSi in a non-equilibrium geometry.

Properties
**2S+1**: 3
**Highest occupied orbital energy (spin up / spin down)**: -7.293 / -10.196 eV
**LUMO (spin up / spin down)**: 0.16 / -3.67 eV
**Charge**: 0
**Orbital gap (spin up / spin down)**: 7.46 / 6.53 eV

Positions of all 19 atoms, in Å:
C -1.404 -2.222 -1.138
C -0.732 -2.984 -0.281
C -0.260 2.509 1.601
C 1.347 0.999 -0.664
O -3.214 0.491 1.137
O -4.431 0.014 -0.906
O -1.501 1.719 -1.008
Si -0.298 1.639 -0.074
S -3.786 1.035 -0.065
H -1.288 -2.520 -2.225
H -2.333 -1.696 -0.885
H -0.823 -2.982 0.769
H 0.231 -3.469 -0.681
H 0.552 2.242 2.415
H -0.387 3.571 1.534
H -1.241 2.229 2.050
H 1.644 1.339 -1.702
H 2.071 1.449 0.054
H 1.465 -0.079 -0.671